(1)
C17H22ClN3O4S2 | ωB97M-V/def2-TZVPD

The geometry in XYZ format:
```
49
Properties=species:S:1:pos:R:3:forces:R:3
C 0.957239 2.367909 -6.797384 -0.0938 -0.4190 0.0294
O 1.139520 1.512256 -5.696955 0.1056 -1.1871 0.2565
C 1.805754 0.239273 -5.982643 0.1654 1.6390 0.4102
C 1.780665 -0.581978 -4.711877 -0.3888 0.3045 -0.7666
N 2.348487 0.250583 -3.668056 -0.1353 -0.5367 1.1486
S 2.079944 -0.309280 -2.116673 3.7224 -0.2064 0.1291
O 2.392531 -1.739728 -2.088989 -1.9708 1.4415 -0.4112
O 3.020805 0.437922 -1.284824 -2.2356 0.0630 -0.5019
C 0.354817 0.135802 -1.835380 0.5866 -1.4172 1.0934
C -0.531658 0.897704 -2.508047 -0.3002 0.7037 -0.3965
C -1.803973 1.001780 -1.863033 0.5581 -0.1521 0.7531
Cl -3.097997 2.013894 -2.414309 0.3220 -0.2763 0.0122
C -1.856101 0.333435 -0.654364 1.0261 0.2687 -1.6504
O -2.959792 0.375367 0.098273 0.3076 0.2317 -0.2935
C -2.875463 -0.249502 1.306665 0.3261 -1.3833 2.2249
C -3.643457 -1.386039 1.506468 -0.5885 -0.1298 0.0935
C -3.583228 -2.120460 2.680923 1.7240 0.6906 0.5564
C -2.584366 -1.781140 3.616543 -1.3833 -1.4757 -0.1806
C -1.783070 -0.682745 3.428014 1.0240 1.2128 0.2030
N -0.779250 -0.434194 4.388134 0.7526 0.4672 0.0119
C -0.221911 0.935337 4.613347 -0.1248 -0.1295 -0.4180
C 1.234927 1.078823 4.065856 -0.8849 -0.0751 0.7120
N 2.103363 0.047556 4.603106 0.0916 -0.3456 0.1506
C 1.597188 -1.292725 4.263348 -0.8759 0.7030 0.4918
C 0.141166 -1.541022 4.771369 0.2605 0.4552 -0.0464
C -1.986523 0.150114 2.304043 -0.2024 -0.2669 -0.4657
S -0.324808 -0.559493 -0.389443 -1.2859 0.7202 0.1580
H 1.830426 2.435604 -7.416906 0.7452 -0.0052 -0.3263
H 0.138705 2.044684 -7.422427 -0.4309 -0.2439 -0.2714
H 0.731591 3.348913 -6.429860 -0.1277 0.4977 0.3357
H 2.840217 0.507769 -6.215812 0.0871 -0.2429 -0.1968
H 1.360440 -0.276366 -6.820769 -0.3271 -0.1469 -0.2402
H 0.749053 -0.796868 -4.456935 -0.3685 -0.4821 -0.2022
H 2.345481 -1.508434 -4.877731 -0.1099 0.2962 0.3464
H 1.977552 1.195582 -3.721743 0.2294 0.1346 -0.1872
H -0.298471 1.461892 -3.401719 -0.0236 -0.1465 -0.1276
H -4.311690 -1.683866 0.738458 -0.5585 -0.1600 -0.6473
H -4.189666 -2.987050 2.888299 -0.2090 -0.0242 -0.2873
H -2.445619 -2.428233 4.494889 -0.0875 0.5263 -0.3734
H -0.221037 1.173064 5.704992 0.0107 -0.3876 -0.5700
H -0.897985 1.684529 4.145847 0.3739 -0.5478 0.2500
H 1.654228 2.055991 4.322624 -0.1661 -0.0222 -0.0278
H 1.213978 0.991390 2.985389 0.0698 -0.0393 -0.3176
H 2.192626 0.177234 5.619404 -0.0711 -0.2716 -0.5630
H 2.253691 -2.037372 4.698001 0.1465 -0.1999 -0.0146
H 1.604524 -1.385221 3.173402 0.1242 -0.0122 0.0457
H -0.194260 -2.512301 4.366394 -0.1241 0.5670 0.1906
H 0.163108 -1.608440 5.875230 -0.0174 -0.0612 -0.3074
H -1.421703 1.048048 2.116866 0.3323 0.0713 0.1882
```
Forces are in eV/Å.

Gap between HOMO and LUMO in eV: 8.17
ΔE to the lowest compared entry with this formula, charge and spin in kcal per mole: 0.0
Structure (SMILES): COCCNS(=O)(=O)c1cc(Cl)c(Oc2cccc(N3CCNCC3)c2)s1
Total charge: 0

Mulliken atomic charge list, values in e, 8 entries: number 1, C, carries -0.866; number 2, O, carries -0.279; number 3, C, carries -0.735; number 4, C, carries -0.412; number 5, N, carries -0.501; number 6, S, carries 1.269; number 7, O, carries -0.649; number 8, O, carries -0.633

---

(2)
C17H22ClN5O3S2 | ωB97M-V/def2-TZVPD

The geometry in XYZ format:
```
50
Properties=species:S:1:pos:R:3:forces:R:3
C 5.765203 -3.739729 -1.451546 -1.1591 2.4119 -0.0791
C 5.045295 -2.565628 -1.435987 1.6473 -2.9306 0.0501
C 3.676043 -2.493592 -0.831114 0.1689 0.6997 -0.3412
N 3.417068 -1.117973 -0.393952 -0.2628 -1.3117 0.8931
C 2.491812 -0.835530 0.572224 0.9106 -0.1496 -1.3741
N 2.086938 0.393914 0.615208 -0.6142 -0.6088 0.7425
C 1.156197 0.478261 1.610650 0.4999 2.0063 -0.5871
N 0.680408 1.724513 1.769014 -0.6339 0.4510 1.1752
C 0.842603 -0.628267 2.335369 -1.0250 -1.3639 0.7860
C -0.077386 -0.656293 3.472259 1.1429 0.7476 0.1111
O -0.478491 0.411991 3.926891 -0.4847 0.2868 0.0134
C -0.375479 -1.887424 4.221726 -0.1740 -1.6331 0.0842
C -0.389995 -3.189950 3.760116 -0.1515 -0.0632 1.3263
C -0.683954 -4.158676 4.806154 0.0865 0.8020 -0.3931
C -0.900379 -3.563799 6.020600 0.1416 0.2181 -0.6075
Cl -1.270982 -4.441260 7.483269 0.1780 0.6755 -0.6189
S -0.764256 -1.813510 5.938629 0.0692 -0.7880 -0.5934
S 1.792915 -1.959565 1.718805 0.4986 -0.0179 -0.6632
H 5.372815 -4.656184 -1.019880 0.0006 0.1433 0.0008
H 6.756503 -3.780860 -1.893647 -0.1896 0.0153 0.0294
H 5.478908 -1.671030 -1.873339 -0.1198 -0.0249 0.0208
H 2.928730 -2.789363 -1.575900 -0.0721 -0.0968 0.0391
H 3.613561 -3.197999 0.006250 -0.0741 0.3333 -0.0339
H 3.558009 -0.354081 -1.046246 -0.0689 -0.2889 0.1599
H 0.227095 1.863492 2.673985 0.0569 0.2095 -0.4398
H 1.298717 2.438456 1.408171 -0.2916 -0.0354 0.0600
H -0.208553 -3.478492 2.729193 -0.0552 0.1032 0.1886
H -0.727037 -5.232490 4.649006 -0.0196 0.2400 0.0519
C -5.001784 3.810537 -1.556453 0.1515 -0.6639 0.1585
N -3.787003 3.038313 -1.807709 0.6566 0.8490 -0.5123
C -3.669994 1.719162 -1.617671 -0.8829 -0.2938 -0.0054
O -4.613697 1.046662 -1.215625 0.4317 -0.2066 -0.0027
C -2.330417 1.016073 -1.939061 0.4953 0.0823 0.3426
C -1.490765 0.781727 -0.677919 -0.4295 0.3068 0.2048
N -1.474479 1.614731 -2.979475 -0.7203 -0.7828 -0.3188
C -0.909714 2.823039 -3.006314 0.5984 0.8606 -0.0164
C 0.000464 3.098191 -4.180906 -0.0353 -0.0371 0.0426
O -1.087199 3.687664 -2.160177 -0.1828 0.0832 0.3529
H -5.234725 3.785296 -0.490294 -0.1402 0.0610 -0.0571
H -5.837758 3.375472 -2.107270 0.0134 0.0453 0.0898
H -4.860621 4.845206 -1.871639 0.1469 -0.1896 -0.0010
H -2.939797 3.541158 -2.048371 -0.0978 0.0117 0.2218
H -2.614529 0.028792 -2.304301 -0.1548 0.1865 -0.2065
H -2.069425 0.208439 0.047387 0.0182 0.0351 0.0123
H -1.220729 1.738829 -0.231006 0.1033 -0.1178 0.0223
H -0.583750 0.229666 -0.925152 -0.0044 0.0232 -0.0202
H -1.245300 1.011439 -3.750497 -0.0747 -0.0278 -0.0223
H -0.544758 2.944536 -5.110091 0.1052 -0.0580 -0.1532
H 0.855938 2.426647 -4.135283 0.0782 -0.0452 -0.1651
H 0.347735 4.129489 -4.128075 -0.0807 -0.1530 0.0324
```
Forces are in eV/Å.

Gap between HOMO and LUMO in eV: 8.02
Structure (SMILES): C=CCNc1nc(N)c(C(=O)c2ccc(Cl)s2)s1.CNC(=O)[C@H](C)NC(C)=O
Total charge: 0

Mulliken atomic charge list, values in e, 8 entries: number 1, C, carries -0.830; number 2, C, carries -0.110; number 3, C, carries -0.331; number 4, N, carries -0.199; number 5, C, carries 0.597; number 6, N, carries -0.595; number 7, C, carries -0.467; number 8, N, carries -0.257

---

(3)
C17H22F3N4O3PPd | ωB97M-V/def2-TZVPD

The geometry in XYZ format:
```
51
Properties=species:S:1:pos:R:3:forces:R:3
Pd -1.440368 1.199775 -0.212422 0.1365 -0.1757 1.3642
F -4.739890 4.134978 1.370493 -0.0151 -0.0297 0.0083
C -4.149438 4.783225 0.384617 -0.1358 0.1316 -0.1588
F -3.305401 5.682034 0.891830 0.0277 -0.0154 -0.0622
F -5.054107 5.389272 -0.365500 0.0575 -0.0015 -0.0113
C -3.312266 3.781468 -0.458978 -0.7039 0.2059 0.7627
O -2.947598 4.255482 -1.624596 -1.9753 1.8916 1.5188
O -3.055003 2.697712 0.019514 0.5751 -0.0831 -0.2722
C -1.681303 1.124322 1.957215 -0.1386 -0.6845 -2.1881
C -0.463180 0.538370 2.450931 0.3915 -0.2657 0.5906
C -0.373207 -0.855130 2.633166 -0.2194 0.1769 0.1308
C 0.726462 -1.419914 3.237763 0.1313 -0.0536 0.0032
C 1.789736 -0.604971 3.645810 -0.0342 0.0510 0.0175
C 1.734749 0.773956 3.446174 0.1006 -0.0964 0.0082
C 0.617513 1.336513 2.856544 -0.2101 0.0094 -0.1873
C 2.929470 -1.205264 4.283058 -0.0055 -0.0150 -0.0485
N 3.837087 -1.716602 4.766186 -0.0004 0.0105 -0.0219
H -1.850537 2.183785 2.110524 0.0176 0.0280 0.0578
H -2.570816 0.503351 1.948994 -0.0767 0.0775 0.4370
H -1.221411 -1.472137 2.355490 -0.0081 -0.0056 0.0685
H 0.774455 -2.483913 3.432751 -0.0299 0.0015 0.0110
H 2.557910 1.392786 3.776826 -0.0165 0.0134 -0.0078
H 0.554879 2.410292 2.726010 0.0362 0.0001 0.0646
C 1.014850 -3.146286 -2.578361 0.0109 0.0727 -0.0375
N 0.780243 -3.315014 -1.064896 0.0085 -0.0011 -0.0174
C 2.089235 -2.951633 -0.331692 0.0831 0.1160 0.0473
N 2.516929 -1.654442 -0.704310 0.2515 0.0940 0.0575
C 2.730464 -1.557521 -2.144873 -0.1773 -0.0753 0.1151
N 1.486062 -1.839317 -2.859097 0.0383 0.0588 -0.2509
C 0.478392 -0.795872 -2.699981 -0.1878 0.0294 0.1240
P -0.039131 -0.641736 -0.917124 0.2464 0.2404 0.7263
C -0.351829 -2.449743 -0.600440 -0.2957 0.1327 0.0240
C 1.673746 -0.577610 -0.193517 -0.1134 0.0225 -0.1123
H 0.069108 -3.348264 -3.079231 -0.0289 -0.0271 0.0380
H 1.749973 -3.896318 -2.867857 0.0307 -0.0124 0.0702
H 0.557518 -4.294446 -0.875287 -0.0342 0.0077 0.0274
H 2.827464 -3.701071 -0.614966 -0.0505 -0.0439 -0.0607
H 1.890860 -3.014532 0.737700 -0.0562 -0.0221 -0.0027
H 3.491281 -2.276799 -2.447832 -0.0149 -0.0209 -0.0140
H 3.076021 -0.557247 -2.395905 0.0152 0.0013 -0.0071
H -0.386137 -1.017807 -3.328463 -0.0021 0.0058 -0.0132
H 0.890054 0.160000 -3.025881 0.0150 -0.0094 -0.0175
H -1.263514 -2.760044 -1.112423 0.0271 -0.0486 -0.0484
H -0.502666 -2.607884 0.467226 0.0859 -0.0298 0.0040
H 1.617162 -0.623232 0.893962 -0.0227 -0.0051 -0.0120
H 2.123822 0.380925 -0.457477 -0.0071 0.0176 0.0213
C -1.492525 2.691298 -2.787439 3.0450 -3.1662 -3.5288
O -0.666619 2.256335 -2.001892 -0.4159 0.5606 0.1273
H -1.117453 3.410227 -3.535911 -0.6273 0.8477 0.5180
H -2.307979 3.681172 -1.973693 1.0196 -0.4735 -0.4490
H -2.293068 2.017472 -3.132743 -0.7478 0.5569 0.5860
```
Forces are in eV/Å.

Gap between HOMO and LUMO (spin up / spin down) in eV: 6.74 / 6.75
ΔE to the lowest compared entry with this formula, charge and spin in kcal per mole: 46.1
Total charge: +2

Mulliken atomic charge list, values in e, 8 entries: number 1, Pd, carries -0.247; number 2, F, carries -0.210; number 3, C, carries 0.794; number 4, F, carries -0.225; number 5, F, carries -0.219; number 6, C, carries 0.365; number 7, O, carries -0.483; number 8, O, carries -0.502

---

(4)
C17H22IrN2O5S2 | ωB97M-V/def2-TZVPD

The geometry in XYZ format:
```
49
Properties=species:S:1:pos:R:3:forces:R:3
Ir -0.421299 1.487585 -1.470031 -0.0992 0.0701 0.9313
O -1.749210 0.287121 -0.437017 -0.0208 -0.1166 -0.3200
N -2.633111 0.963068 0.302329 0.0735 -0.0764 0.0348
C -3.757589 0.298198 0.632683 -0.0373 -0.0224 0.0331
C -4.686226 0.855169 1.467540 0.0301 0.0004 -0.0253
C -4.443072 2.138230 1.971984 0.0148 0.0081 -0.0094
C -3.297462 2.798891 1.612981 -0.0290 0.0373 0.0351
C -2.361092 2.210908 0.745737 0.0683 0.0264 0.0141
S -0.906445 2.944749 0.230317 -0.2290 -0.0110 -0.1712
H -3.824761 -0.682931 0.188129 0.0002 -0.0013 0.0049
H -5.579822 0.301969 1.713624 -0.0005 -0.0020 -0.0002
H -5.157825 2.611662 2.631983 0.0007 -0.0020 0.0019
H -3.083039 3.795643 1.972052 0.0042 -0.0042 0.0028
O -0.392271 2.471638 -5.133404 0.0065 0.0014 -0.0382
S -0.425219 2.059601 -3.768978 -0.0352 0.0782 -0.0076
O -1.757918 2.182315 -3.056181 0.1745 0.2003 -0.0922
O -0.004638 0.636311 -3.477851 -0.2127 -0.0464 -0.0653
O 0.493562 2.834180 -2.815118 0.1094 -0.2696 -0.1918
C 1.453436 -3.554419 2.457419 -0.0006 0.0001 0.0009
C 0.981813 -2.878786 1.193413 0.0065 0.0073 0.0075
C 0.310731 -3.599296 0.216006 -0.0072 0.0036 -0.0113
C -0.098665 -2.950341 -0.948887 -0.0028 -0.0098 0.0057
C -0.812747 -3.707962 -2.039919 0.0034 -0.0055 -0.0053
C 0.162187 -1.605000 -1.118947 0.0303 -0.0014 -0.0143
C 0.811278 -0.822647 -0.137398 0.0345 -0.0144 -0.0114
C 1.218911 -1.521464 1.018721 -0.0512 -0.0165 0.0239
N 1.010513 0.528931 -0.342785 0.1776 0.1516 -0.1667
C 2.210002 1.196865 0.199290 0.0370 0.0060 0.0204
C 3.462395 0.325641 -0.010125 -0.0097 -0.0208 0.0120
C 2.485241 2.483408 -0.587205 0.0239 0.0023 0.0130
C 2.094539 1.611553 1.682178 -0.0324 0.0146 -0.0055
H 1.125016 -4.594107 2.492982 -0.0013 0.0010 -0.0001
H 1.067704 -3.048171 3.345323 0.0018 0.0020 -0.0010
H 2.544140 -3.544609 2.526893 0.0002 -0.0017 0.0000
H 0.115847 -4.658520 0.351978 0.0013 0.0004 -0.0021
H -0.894289 -4.768676 -1.796526 0.0033 0.0004 -0.0001
H -0.284763 -3.615649 -2.990931 -0.0038 0.0022 -0.0003
H -1.820257 -3.315431 -2.194600 0.0001 0.0025 0.0038
H -0.128590 -1.138010 -2.050597 -0.0086 0.0110 0.0018
H 1.718704 -0.999889 1.819822 -0.0090 0.0265 0.0172
H 3.645992 0.211026 -1.080217 -0.0102 -0.0218 -0.0001
H 3.368319 -0.668031 0.422376 0.0336 0.0302 0.0008
H 4.330893 0.813133 0.440787 -0.0033 0.0180 -0.0168
H 2.524469 2.286315 -1.656495 -0.0069 0.0011 -0.0036
H 3.447148 2.892662 -0.265890 -0.0030 -0.0064 -0.0007
H 1.730144 3.249991 -0.415255 -0.0354 -0.0097 -0.0088
H 2.046827 0.768467 2.367894 0.0014 -0.0328 -0.0006
H 1.197434 2.213118 1.827099 0.0126 -0.0099 0.0018
H 2.963063 2.215592 1.962818 -0.0006 -0.0006 0.0029
```
Forces are in eV/Å.

Gap between HOMO and LUMO in eV: 6.19
ΔE to the lowest compared entry with this formula, charge and spin in kcal per mole: 6.8
Total charge: -1

Mulliken atomic charge list, values in e, 8 entries: number 1, Ir, carries 2.269; number 2, O, carries -0.603; number 3, N, carries 0.148; number 4, C, carries -0.256; number 5, C, carries -0.749; number 6, C, carries -0.140; number 7, C, carries -0.847; number 8, C, carries 0.769

---

Question: Among the records above, which one has the lowest total charge?
Answer: C17H22IrN2O5S2